Formula: C6H9N
Source: the Open Molecules 2025 dataset
Level of theory: wB97M-V/def2-TZVPD

Output
- SMILES string: C1=CC1.CC=C=N
- Frontier orbital gap: 0.3604 Ha
- LUMO level: 0.9 eV
- HOMO: -8.9 eV
- Energy above the lowest of the compared OMol25 structures with the same formula, charge and spin: 116.3 kcal per mole

Last column: Löwdin charge in e.
Positions of all 16 atoms, in Å:
C1 2.19 0.68 -0.74  -0.07
C2 1.14 1.34 -0.29  -0.05
C3 1.69 1.76 -1.63  -0.16
H1 3.11 0.17 -0.66  0.08
H2 0.36 1.32 0.40  0.06
H3 2.30 2.58 -1.69  0.04
H4 1.11 1.41 -2.50  0.08
C4 -1.00 -1.29 1.62  -0.14
C5 -1.70 -0.78 0.46  -0.21
C6 -1.33 -0.72 -0.77  -0.21
N1 -1.00 -0.72 -1.95  0.16
H5 0.07 -1.60 1.40  0.10
H6 -1.48 -2.20 2.04  0.07
H7 -0.97 -0.60 2.49  0.08
H8 -2.64 -0.22 0.63  0.13
H9 -1.28 -1.58 -2.31  0.04

Formula: C5H15O3
Source: the Open Molecules 2025 dataset
Level of theory: wB97M-V/def2-TZVPD

Output
- Frontier orbital gap: 0.2948 Ha
- LUMO level: 3.7 eV
- HOMO: -4.3 eV
- Charge: -1
- Energy above the lowest of the compared OMol25 structures with the same formula, charge and spin: 69.2 kcal per mole

Last column: Löwdin charge in e.
Positions of all 23 atoms, in Å:
C1 0.43 -0.84 1.02  -0.36
O1 1.40 -1.17 0.11  -0.34
C2 -0.89 -0.88 0.11  -0.23
C3 -1.04 0.51 -0.45  -0.38
C4 -1.71 1.39 0.59  -0.10
C5 -2.20 0.23 -1.73  -0.05
H1 0.45 -1.86 1.93  0.15
H2 0.80 0.12 1.56  0.11
H3 -1.80 -1.12 0.77  0.11
H4 -0.81 -1.70 -0.56  0.09
H5 -0.18 0.77 -1.11  0.14
H6 -2.13 2.29 0.03  0.08
H7 -2.58 0.75 0.85  0.07
H8 -0.88 1.59 1.32  0.09
H9 -2.96 -0.34 -1.26  0.04
H10 -1.77 -0.15 -2.68  0.07
H11 -2.52 1.14 -2.02  -0.02
H12 2.63 -1.36 0.81  -0.01
H13 3.82 -0.22 0.97  -0.09
O2 3.61 -1.09 1.12  -0.15
H14 3.61 0.86 -0.39  -0.06
H15 2.03 0.05 -0.41  0.09
O3 2.70 1.02 -0.59  -0.26

Formula: C3H3FOS
Source: the Open Molecules 2025 dataset
Level of theory: wB97M-V/def2-TZVPD

Output
- SMILES string: F/C=C/OC=S
- Frontier orbital gap: 0.3015 Ha
- LUMO level: -0.9 eV
- HOMO: -9.1 eV
- Energy above the lowest of the compared OMol25 structures with the same formula, charge and spin: 98.6 kcal per mole

Last column: Löwdin charge in e.
Positions of all 9 atoms, in Å:
F1 1.33 0.54 -2.42  -0.11
C1 0.80 0.28 -1.03  -0.05
C2 -0.50 0.19 -0.95  -0.10
O1 -0.96 0.09 0.44  -0.24
C3 -0.36 -0.59 1.48  -0.54
S1 -0.67 0.36 2.98  0.54
H1 1.48 0.32 0.03  0.19
H2 -1.38 0.32 -1.93  0.23
H3 0.25 -1.51 1.40  0.08

Formula: C18H35Al2Cl4FInMgNO7
Source: the Open Molecules 2025 dataset
Level of theory: wB97M-V/def2-TZVPD

Output
- Frontier orbital gap: 0.0678 Ha
- LUMO level: -9.4 eV
- HOMO: -11.2 eV
- Charge: +2
- Energy above the lowest of the compared OMol25 structures with the same formula, charge and spin: 57.1 kcal per mole

Last column: Löwdin charge in e.
Positions of all 70 atoms, in Å:
N1 3.61 2.14 1.42  -0.18
C1 4.22 1.02 0.59  -0.37
In1 3.77 -1.03 1.47  0.75
O1 3.17 -2.49 0.05  -0.51
C2 2.38 -0.71 3.16  -0.26
C3 0.89 -0.83 2.81  -0.26
C4 0.42 0.42 1.99  -0.18
C5 -0.07 -0.03 0.61  -0.30
O2 1.10 -0.18 -0.27  -0.29
H1 2.90 1.70 2.02  0.06
H2 3.07 2.77 0.81  -0.03
H3 3.79 1.06 -0.44  -0.01
H4 5.32 1.21 0.46  0.00
H5 5.31 -1.64 2.14  -0.05
H6 2.23 -2.44 -0.22  0.06
H7 2.61 -1.50 3.91  0.06
H8 2.65 0.24 3.66  0.06
H9 0.32 -0.89 3.76  0.12
H10 0.71 -1.74 2.21  0.09
H11 1.16 1.21 1.92  0.05
H12 -0.50 0.81 2.48  0.14
H13 -0.73 0.80 0.18  0.08
H14 -0.63 -0.98 0.70  0.09
H15 1.43 0.73 -0.46  0.04
Al1 5.06 3.56 1.09  0.80
C6 -2.84 -2.38 0.89  -0.91
O3 -1.87 -2.45 1.65  0.16
O4 -3.33 -3.35 0.26  0.28
O5 -3.48 -1.33 0.63  0.21
Mg1 -0.31 0.02 -1.75  0.98
Cl1 4.76 -3.50 -0.70  0.60
F1 0.95 2.33 0.68  -0.52
Al2 4.07 3.57 -1.86  0.90
C7 -5.20 1.50 3.11  -0.08
C8 -4.15 1.44 2.20  -0.09
C9 -3.65 2.60 1.64  -0.10
C10 -4.19 3.83 1.99  -0.14
C11 -5.24 3.90 2.89  -0.09
C12 -5.75 2.73 3.45  -0.08
H16 -5.60 0.59 3.54  0.11
H17 -3.73 0.48 1.93  0.07
H18 -2.83 2.55 0.93  0.09
H19 -3.79 4.74 1.55  0.04
H20 -5.66 4.86 3.17  0.10
H21 -6.57 2.78 4.16  0.11
C13 -5.67 5.35 -0.94  -1.52
Cl2 -7.11 5.98 -1.75  0.57
Cl3 -4.38 5.05 -2.12  0.54
Cl4 -5.12 6.45 0.31  0.59
H22 -5.93 4.41 -0.47  0.02
C14 -7.46 3.93 -5.13  0.02
C15 -6.63 3.00 -4.15  -0.37
O6 -7.49 2.34 -3.45  0.13
H23 -8.10 4.63 -4.59  0.08
H24 -6.77 4.51 -5.74  0.10
H25 -8.09 3.33 -5.80  0.09
H26 -5.95 3.71 -3.62  0.07
H27 -5.94 2.43 -4.80  0.12
C16 6.56 -7.06 -3.01  -0.06
C17 7.84 -6.70 -2.28  -0.49
C18 8.02 -7.53 -1.02  -0.06
O7 7.82 -5.31 -1.93  -0.06
H28 5.69 -6.87 -2.38  0.07
H29 6.44 -6.45 -3.90  0.08
H30 6.55 -8.11 -3.30  0.09
H31 8.70 -6.85 -2.94  0.14
H32 7.19 -7.36 -0.32  0.08
H33 8.93 -7.26 -0.50  0.08
H34 8.05 -8.60 -1.25  0.09
H35 7.07 -5.16 -1.34  0.04

Formula: C5H8O
Source: the Open Molecules 2025 dataset
Level of theory: wB97M-V/def2-TZVPD

Output
- SMILES string: OC1CC=CC1
- Frontier orbital gap: 0.3756 Ha
- LUMO level: 1.0 eV
- HOMO: -9.3 eV
- Energy above the lowest of the compared OMol25 structures with the same formula, charge and spin: 50.0 kcal per mole

Last column: Löwdin charge in e.
Positions of all 14 atoms, in Å:
O1 1.22 -0.91 1.38  -0.02
C1 0.75 -0.30 0.24  -0.48
C2 -0.47 -1.03 -0.44  -0.14
C3 -0.94 0.20 -1.38  -0.08
C4 -0.76 1.38 -0.67  -0.09
C5 0.00 0.99 0.56  -0.21
H1 1.40 -1.81 1.05  0.10
H2 1.55 -0.09 -0.60  0.18
H3 -0.09 -2.10 -0.90  0.14
H4 -1.31 -1.33 0.33  0.14
H5 -1.63 0.16 -2.26  0.09
H6 -1.15 2.38 -0.82  0.09
H7 -0.74 0.87 1.40  0.13
H8 0.78 1.74 0.97  0.14

Formula: C38H45As3Cl2CrF2NO10Si2
Source: the Open Molecules 2025 dataset
Level of theory: wB97M-V/def2-TZVPD

Output
- Frontier orbital gap (alpha / beta): 0.2578 / 0.2538 Ha
- LUMO level (alpha / beta): -0.4 / -0.5 eV
- HOMO (alpha / beta): -7.4 / -7.4 eV
- Multiplicity: 4
- Energy above the lowest of the compared OMol25 structures with the same formula, charge and spin: 0.0 kcal per mole

Last column: Löwdin charge in e.
Positions of all 104 atoms, in Å:
Cr1 1.85 1.42 -0.54  0.60
Cl1 6.98 -3.62 -2.17  0.66
C1 5.57 -2.63 -1.95  -0.67
C2 4.39 -2.94 -2.64  -0.12
C3 3.26 -2.19 -2.46  -0.55
Cl2 1.89 -2.57 -3.46  0.70
C4 3.20 -1.10 -1.53  -0.35
O1 2.10 -0.52 -1.22  -0.19
C5 4.46 -0.72 -0.99  -0.11
C6 4.66 0.55 -0.37  -0.13
O2 3.87 1.49 -0.36  -0.02
C7 5.61 -1.52 -1.16  -0.06
H1 4.38 -3.77 -3.34  0.11
H2 5.65 0.72 0.06  0.15
H3 6.54 -1.21 -0.69  0.12
F1 2.51 6.10 2.05  0.07
C8 2.39 5.45 0.88  -0.27
C9 2.08 4.10 0.88  -0.05
C10 1.96 3.42 -0.32  -0.16
C11 2.19 4.11 -1.52  -0.12
C12 2.47 5.47 -1.47  -0.21
F2 2.66 6.18 -2.60  0.06
C13 2.58 6.16 -0.28  0.07
C14 2.13 3.29 -2.74  -0.17
C15 2.32 3.74 -4.05  0.01
C16 2.20 2.85 -5.10  -0.04
C17 1.88 1.53 -4.84  -0.04
C18 1.71 1.14 -3.53  -0.12
N1 1.86 1.98 -2.49  0.02
H4 1.95 3.59 1.83  0.11
H5 2.81 7.22 -0.27  0.13
H6 2.56 4.77 -4.23  0.11
H7 2.35 3.19 -6.12  0.11
H8 1.75 0.80 -5.63  0.11
H9 1.46 0.13 -3.28  0.07
C19 -4.33 -1.13 1.03  -0.02
O3 -3.04 -0.69 0.57  -0.14
C20 -2.03 -0.76 1.47  -0.64
O4 -2.25 -0.97 2.64  0.07
C21 -0.65 -0.66 0.84  -0.60
C22 0.46 -1.00 1.83  -0.39
As1 0.33 -2.76 2.71  1.31
C23 -0.41 -2.31 4.48  -0.28
C24 -1.27 -3.54 1.91  -0.32
C25 -1.57 -3.42 0.61  -0.32
As2 -0.47 -2.23 -0.48  1.34
C26 -1.74 -1.76 -1.91  -0.29
C27 -2.47 -4.42 -0.01  -0.50
O5 -3.36 -5.04 0.53  0.13
O6 -2.16 -4.61 -1.31  -0.09
C28 -2.92 -5.61 -2.00  -0.03
C29 -1.92 -4.57 2.80  -0.55
O7 -2.82 -4.36 3.56  0.12
O8 -1.27 -5.75 2.68  -0.04
C30 -1.80 -6.86 3.41  -0.03
C31 1.59 -0.24 1.89  -0.52
O9 1.70 0.93 1.30  -0.27
O10 2.74 -0.44 2.58  -0.05
C32 3.03 -1.60 3.34  -0.11
H10 -4.90 -0.29 1.42  0.09
H11 -4.22 -1.88 1.81  0.10
H12 -4.83 -1.56 0.17  0.10
H13 -0.03 -1.35 4.80  0.02
H14 -0.09 -3.08 5.19  0.02
H15 -1.49 -2.28 4.45  0.01
H16 -2.77 -1.94 -1.62  0.02
H17 -1.50 -2.36 -2.79  0.02
H18 -1.61 -0.71 -2.15  -0.04
H19 -2.67 -5.51 -3.05  0.09
H20 -3.98 -5.46 -1.84  0.09
H21 -2.65 -6.60 -1.64  0.10
H22 -2.18 -7.58 2.70  0.09
H23 -2.60 -6.53 4.07  0.09
H24 -0.99 -7.29 3.99  0.09
H25 4.00 -1.41 3.79  0.09
H26 3.10 -2.49 2.72  0.06
H27 2.31 -1.76 4.14  0.06
C33 -0.94 4.33 1.65  -0.20
Si1 -1.23 2.48 1.90  0.44
C34 -3.08 2.28 2.15  -0.19
C35 -0.39 1.93 3.47  -0.18
As3 -0.53 1.19 -0.02  1.15
Si2 -2.28 1.83 -1.55  0.38
C36 -3.98 1.08 -1.64  -0.19
C37 -2.42 3.67 -1.20  -0.21
C38 -1.53 1.77 -3.28  -0.21
H28 -1.88 4.87 1.73  0.04
H29 -0.49 4.56 0.69  0.00
H30 -0.27 4.70 2.43  0.04
H31 -3.43 3.08 2.81  0.04
H32 -3.65 2.32 1.22  0.01
H33 -3.30 1.33 2.65  0.02
H34 -0.74 2.56 4.29  0.05
H35 0.70 2.03 3.39  0.03
H36 -0.63 0.89 3.69  0.02
H37 -4.54 1.21 -0.71  0.02
H38 -3.95 0.02 -1.88  0.02
H39 -4.52 1.60 -2.44  0.04
H40 -2.89 3.91 -0.24  0.01
H41 -2.99 4.16 -1.99  0.05
H42 -1.41 4.11 -1.20  0.02
H43 -1.09 0.80 -3.53  0.02
H44 -0.75 2.53 -3.36  0.03
H45 -2.30 1.99 -4.02  0.04